[1]
This record from the OMol25 dataset describes the molecule C31H40N4O2. The level of theory is the ωB97M-V functional and the def2-TZVPD basis.

Each line ends with the Mulliken charge.
Geometry (Å):
C: -1.82009 -4.22391 0.24175  -1.283
C: -1.06837 -3.41386 -0.79256  0.391
C: -0.35173 -4.31707 -1.76064  -1.325
N: 0.02421 -2.63420 -0.15503  1.179
N: 1.14760 -3.31868 0.06287  -1.133
N: 1.83260 -2.59457 0.95627  1.401
C: 3.18489 -3.11463 1.26161  0.112
C: 3.99259 -3.12507 -0.01504  -1.422
C: 3.06904 -4.52759 1.79232  -1.245
C: 1.16162 -1.44832 1.31999  -0.551
C: 1.63057 -0.57108 2.50589  2.372
C: 0.61393 0.49018 2.90251  -2.125
C: 2.93914 0.11345 2.11232  -1.481
C: 1.84380 -1.46276 3.73260  -1.632
C: -0.01424 -1.47195 0.58738  0.133
C: -1.19950 -0.55334 0.54486  -1.597
H: -2.45072 -4.95826 -0.26932  0.446
H: -1.09928 -4.76108 0.87288  0.279
H: -2.46344 -3.58576 0.85933  0.301
H: -1.72576 -2.69294 -1.27872  0.132
H: -1.06634 -5.01703 -2.19679  0.455
H: 0.10626 -3.73939 -2.56404  0.337
H: 0.43581 -4.86032 -1.22519  0.274
H: 3.64070 -2.46528 1.99626  0.220
H: 4.93122 -3.66635 0.15606  0.445
H: 3.40107 -3.61693 -0.79554  0.330
H: 4.23334 -2.11172 -0.34735  0.324
H: 4.04906 -5.01879 1.72644  0.413
H: 2.74592 -4.54642 2.83660  0.315
H: 2.32764 -5.06560 1.19260  0.276
H: -0.37587 0.05028 3.05634  0.465
H: 0.89660 0.92419 3.86619  0.624
H: 0.58396 1.30611 2.17192  0.200
H: 3.71475 -0.61463 1.83054  0.237
H: 2.76940 0.79161 1.26329  0.194
H: 3.29458 0.68919 2.97628  0.486
H: 2.60102 -2.24126 3.56897  0.280
H: 2.18324 -0.83704 4.56797  0.483
H: 0.89915 -1.93066 4.02430  0.365
H: -1.13198 0.15368 1.38617  -0.079
H: -2.11784 -1.13561 0.75339  0.600
C: 3.79352 4.45684 -1.59394  -0.972
N: 2.58199 3.99269 -2.21521  0.355
C: 2.13779 4.74420 -3.36521  -1.016
C: 1.77088 3.03461 -1.61169  -0.646
C: 0.81644 3.40246 -0.64357  -0.696
C: -0.16200 2.49795 -0.26932  0.007
C: -0.21929 1.24152 -0.87384  0.209
C: -1.43395 0.34744 -0.64784  2.186
C: -2.76147 1.10876 -0.47426  -1.190
C: -3.97926 0.46257 0.02429  0.080
O: -4.12892 -0.64320 0.56708  -0.856
C: -5.09776 1.41478 -0.26729  0.075
C: -4.60091 2.54855 -0.91764  -0.197
C: -5.44727 3.58574 -1.30409  -0.327
C: -6.82575 3.41127 -1.13112  -0.444
C: -7.32662 2.25567 -0.49178  -0.505
C: -6.45604 1.26962 -0.02123  -0.301
C: -3.11299 2.41235 -1.05227  -0.070
O: -2.36757 3.26844 -1.53753  -0.754
C: 0.88400 0.78044 -1.61157  -0.323
C: 1.87918 1.67822 -1.99276  -0.620
H: 4.09627 3.77804 -0.79279  0.262
H: 4.57802 4.51147 -2.35313  0.319
H: 3.67380 5.46695 -1.17813  0.286
H: 1.25404 4.26582 -3.80002  0.284
H: 1.88226 5.78194 -3.09762  0.324
H: 2.94921 4.77432 -4.10827  0.334
H: 0.80293 4.42949 -0.25616  0.398
H: -0.91860 2.79388 0.46768  0.572
H: -1.54690 -0.24212 -1.59757  0.561
H: -5.04126 4.51041 -1.71475  0.453
H: -7.52621 4.16641 -1.48579  0.365
H: -8.40217 2.12582 -0.36289  0.360
H: -6.79694 0.38376 0.51804  0.436
H: 0.95251 -0.26557 -1.94366  0.380
H: 2.73049 1.37190 -2.58980  0.471

Energy above the lowest of the compared OMol25 structures with the same formula, charge and spin (kJ/mol): 82.4
HOMO (eV): -6.246
Lowest unoccupied orbital energy (eV): -0.484


[2]
This record from the OMol25 dataset describes a cluster of 2 separate species, C16H12BF7 in total. The level of theory is the ωB97M-V functional and the def2-TZVPD basis.

Each line ends with the natural charge from an NBO analysis.
Geometry (Å):
F: 5.29328 0.18888 -2.25314  -0.526
B: 4.22374 0.23956 -1.36635  1.275
F: 4.23493 -0.78032 -0.41599  -0.542
F: 3.77776 1.51582 -1.01689  -0.539
C: 2.90107 -0.30398 -2.46253  -0.700
C: 1.68292 -0.56778 -1.67529  0.065
C: 0.84599 0.33591 -1.08055  -0.456
H: 2.77589 0.50628 -3.21239  0.260
H: 3.24748 -1.24554 -2.93524  0.237
H: 1.40230 -1.62323 -1.57914  0.207
H: -0.25971 0.12832 -1.23566  0.265
H: 1.17009 1.35426 -0.86203  0.239
F: -3.99274 2.89945 -0.65160  -0.323
C: -2.88123 2.74230 0.15811  0.425
C: -2.41669 3.85823 0.86081  -0.315
C: -1.33033 3.63126 1.71720  0.415
F: -0.88154 4.68973 2.48553  -0.320
C: -0.66052 2.42448 1.78125  -0.245
C: -1.09404 1.32961 0.98404  -0.090
C: -0.22193 0.17883 0.89344  -0.042
C: -0.69971 -1.18527 0.89882  -0.065
C: 0.11357 -2.16263 1.53331  -0.259
C: -0.14444 -3.50472 1.33946  0.419
F: 0.65893 -4.44031 1.96705  -0.320
C: -1.14879 -3.97339 0.48193  -0.330
C: -1.98606 -2.99881 -0.06734  0.427
F: -3.01924 -3.41722 -0.88959  -0.325
C: -1.81578 -1.63774 0.14718  -0.286
C: -2.26275 1.49999 0.20164  -0.264
H: -2.94349 4.80509 0.83505  0.260
H: 0.20971 2.29131 2.43928  0.245
H: 0.78585 0.32387 1.24005  0.251
H: 0.94678 -1.82818 2.16930  0.245
H: -1.34760 -5.03060 0.35054  0.259
H: -2.50569 -0.94826 -0.34350  0.225
H: -2.65802 0.70476 -0.43678  0.226

HOMO (eV): -8.711
Lowest unoccupied orbital energy (eV): -2.627


[3]
This record from the OMol25 dataset describes the molecule C4H8O2. The level of theory is the ωB97M-V functional and the def2-TZVPD basis.

Each line ends with the natural charge from an NBO analysis.
Geometry (Å):
O: -1.15958 -0.27288 -1.94726  -0.721
C: 0.07662 -0.03130 -1.29361  -0.054
C: -0.20872 0.40974 0.13547  -0.288
C: -0.56369 -0.70741 1.13701  -0.050
O: 0.62583 -0.45890 1.90673  -0.535
C: 0.96686 0.66706 1.08578  -0.049
H: -0.96963 -0.62770 -2.82579  0.470
H: 0.65843 0.74456 -1.81813  0.161
H: 0.69101 -0.94807 -1.28457  0.160
H: -0.87499 1.27058 0.15642  0.212
H: -1.47898 -0.54690 1.72029  0.175
H: -0.58189 -1.73115 0.73613  0.175
H: 0.83192 1.61086 1.61089  0.170
H: 1.98682 0.62151 0.68064  0.173

Energy above the lowest of the compared OMol25 structures with the same formula, charge and spin (kJ/mol): 207.9
HOMO (eV): -9.663
SMILES string: OCC1COC1
Lowest unoccupied orbital energy (eV): 0.860